{
  "formula": "C3H2NO2Se",
  "method": "ωB97M-V/def2-TZVPD",
  "elements": ["C", "C", "H", "Se", "N", "C", "O", "H", "O"],
  "positions_angstrom": [[0.2130, -0.0994, 0.5626], [0.1123, 1.1520, -0.0202], [-1.6597, 0.4031, -0.9100], [-2.6042, -0.2886, -0.2268], [0.1074, 2.2115, -0.5156], [1.1344, -0.9950, -0.1446], [1.6556, -0.4260, 0.8967], [-0.4016, -0.3129, 1.4474], [1.4427, -1.6447, -1.0895]],
  "forces_ev_per_angstrom": [[-0.667, -1.868, 1.584], [-0.439, 4.826, -1.715], [1.653, 1.482, -1.858], [-2.435, -1.672, 1.521], [0.289, -2.061, 1.032], [-0.850, -0.409, -0.548], [2.335, 0.010, 0.555], [0.056, -0.205, -1.039], [0.058, -0.102, 0.467]],
  "nbo_charge": [-0.161, 0.247, 0.028, -0.881, -0.309, 0.800, -0.476, 0.290, -0.537],
  "de_lowest_kj_mol": 216.2,
  "homo_ev": -3.164,
  "charge": -1,
  "homo_lumo_gap_ha": 0.2420
}